No. 1
# C40H105F12MgN11O20S4

C40H105F12MgN11O20S4 as an isolated structure at a distorted geometry (ωB97M-V/def2-TZVPD, OMol25).

Cartesian coordinates (Å):
Mg: 1.228 2.326 -1.387
C: -1.218 1.382 1.493
F: -1.767 2.432 0.775
F: -0.364 1.915 2.408
F: -2.291 0.869 2.137
S: -0.278 0.110 0.281
O: -0.271 -1.242 0.836
O: -1.089 0.108 -0.927
N: 1.185 0.964 -0.091
S: 2.200 0.457 1.044
O: 3.369 1.335 1.033
O: 1.599 0.128 2.369
C: 2.905 -1.227 0.306
F: 4.241 -1.199 0.305
F: 2.567 -2.102 1.156
F: 2.360 -1.528 -0.848
C: 5.062 3.738 -0.962
F: 6.228 3.173 -0.955
F: 4.444 3.449 0.162
F: 5.120 5.063 -1.184
S: 4.102 2.806 -2.347
O: 4.809 2.807 -3.585
O: 3.818 1.484 -1.744
N: 2.403 3.355 -2.393
S: 2.550 4.437 -3.510
O: 3.593 5.379 -3.284
O: 2.441 3.869 -4.848
C: 0.917 5.439 -3.238
F: 0.941 6.619 -3.894
F: -0.244 4.848 -3.690
F: 0.855 5.591 -1.923
O: 1.213 3.700 0.237
H: 0.912 4.597 0.380
H: 1.754 3.503 1.002
O: -4.406 0.043 -0.836
H: -4.196 -0.874 -1.010
H: -3.561 0.451 -0.646
O: -0.698 2.854 -1.801
H: -1.429 3.473 -1.779
H: -1.073 2.053 -2.166
C: 5.822 -3.368 -2.802
C: 4.910 -4.568 -2.794
C: 5.808 -5.885 -2.879
O: 6.529 -5.900 -4.116
C: 5.669 -5.958 -5.349
N: 4.286 -4.396 -1.544
H: 5.952 -3.177 -3.867
H: 6.818 -3.592 -2.421
H: 5.355 -2.495 -2.345
H: 4.154 -4.414 -3.564
H: 5.178 -6.772 -2.822
H: 6.326 -5.938 -1.922
H: 6.221 -5.931 -6.289
H: 4.896 -5.191 -5.399
H: 5.082 -6.875 -5.294
H: 4.927 -4.647 -0.805
H: 4.026 -3.435 -1.371
C: -4.651 1.271 4.887
C: -4.212 2.686 4.686
C: -5.413 3.644 4.841
O: -6.356 3.637 3.788
C: -5.854 4.180 2.576
N: -3.066 2.993 5.611
H: -5.420 1.054 4.146
H: -5.091 1.187 5.880
H: -3.902 0.513 4.658
H: -3.843 2.720 3.661
H: -5.017 4.659 4.841
H: -5.962 3.364 5.740
H: -5.274 5.084 2.765
H: -6.769 4.330 2.003
H: -5.077 3.483 2.260
H: -2.513 2.197 5.895
H: -3.445 3.269 6.505
C: -5.101 3.247 -0.925
C: -3.989 3.761 -1.884
C: -4.467 4.636 -3.085
O: -5.005 5.829 -2.656
C: -5.479 6.599 -3.778
N: -3.006 4.467 -1.153
H: -4.615 2.452 -0.361
H: -5.815 2.797 -1.615
H: -5.516 4.017 -0.274
H: -3.497 2.878 -2.290
H: -5.253 4.040 -3.548
H: -3.734 4.878 -3.855
H: -6.128 7.393 -3.408
H: -6.126 6.039 -4.452
H: -4.712 7.047 -4.409
H: -2.772 4.076 -0.251
H: -3.506 5.316 -0.931
C: 2.023 0.933 -8.273
C: 1.567 0.530 -6.909
C: 2.748 0.350 -5.948
O: 2.329 -0.685 -5.024
C: 3.233 -1.345 -4.185
N: 0.621 1.440 -6.291
H: 1.150 1.199 -8.870
H: 2.740 0.269 -8.754
H: 2.547 1.852 -8.012
H: 1.096 -0.444 -7.036
H: 3.069 1.291 -5.501
H: 3.603 0.023 -6.539
H: 3.816 -0.611 -3.629
H: 3.872 -2.128 -4.593
H: 2.612 -1.886 -3.471
H: -0.076 1.845 -6.900
H: 1.096 2.313 -6.111
C: 4.244 -3.929 3.285
C: 3.012 -4.533 4.085
C: 1.649 -3.821 3.665
O: 0.462 -4.330 4.392
C: -0.789 -3.788 3.958
N: 3.029 -6.000 4.090
H: 5.120 -4.576 3.341
H: 4.546 -2.910 3.524
H: 3.951 -3.904 2.236
H: 3.293 -4.165 5.071
H: 1.455 -3.870 2.593
H: 1.861 -2.775 3.883
H: -1.646 -4.337 4.348
H: -0.862 -3.882 2.874
H: -0.987 -2.751 4.230
H: 2.493 -6.459 4.813
H: 2.471 -6.217 3.277
C: 1.421 -5.901 -6.212
C: 0.199 -6.431 -5.483
C: 0.258 -6.328 -3.950
O: 0.848 -5.068 -3.551
C: 1.149 -5.008 -2.150
N: -0.840 -5.487 -5.860
H: 1.485 -4.819 -6.100
H: 1.378 -6.110 -7.281
H: 2.311 -6.308 -5.732
H: -0.076 -7.471 -5.660
H: 0.850 -7.134 -3.516
H: -0.681 -6.424 -3.404
H: 1.827 -5.819 -1.885
H: 0.292 -5.299 -1.543
H: 1.397 -4.044 -1.704
H: -0.502 -4.697 -5.329
H: -1.688 -5.853 -5.452
C: -6.346 -4.975 -0.912
C: -4.980 -5.479 -1.418
C: -3.711 -4.594 -1.131
O: -3.784 -3.401 -1.947
C: -2.444 -2.893 -2.128
N: -4.912 -6.719 -0.688
H: -7.117 -5.745 -0.906
H: -6.761 -4.257 -1.620
H: -6.367 -4.499 0.069
H: -4.936 -5.831 -2.448
H: -2.844 -5.199 -1.396
H: -3.682 -4.345 -0.070
H: -1.870 -2.756 -1.212
H: -2.423 -1.968 -2.703
H: -1.859 -3.617 -2.696
H: -4.952 -6.688 0.321
H: -5.764 -7.178 -0.979
C: 0.438 1.788 6.926
C: 1.180 1.030 5.823
C: 2.377 0.177 6.374
O: 3.092 -0.531 5.247
C: 4.264 -1.236 5.881
N: 0.193 0.334 5.051
H: -0.136 1.313 7.720
H: -0.283 2.396 6.379
H: 0.992 2.540 7.488
H: 1.561 1.750 5.099
H: 2.154 -0.395 7.275
H: 3.012 0.960 6.789
H: 4.812 -1.743 5.087
H: 3.972 -2.032 6.566
H: 4.997 -0.548 6.301
H: -0.328 0.970 4.464
H: 0.661 -0.228 4.355
C: -2.104 5.335 3.306
C: -0.946 5.694 4.229
C: -1.424 6.670 5.429
O: -0.402 6.835 6.435
C: -0.566 7.778 7.480
N: -0.446 4.384 4.694
H: -1.878 4.637 2.501
H: -2.423 6.243 2.794
H: -2.969 5.015 3.886
H: -0.163 6.210 3.673
H: -2.299 6.242 5.919
H: -1.679 7.658 5.048
H: -0.660 8.749 6.993
H: 0.342 7.892 8.073
H: -1.367 7.559 8.186
H: -0.222 4.582 5.659
H: -1.287 3.830 4.764

Atoms 1-2, force components in eV/Å:
Mg -1.12 0.99 0.20
C -0.53 1.35 0.92

Calculated values
energy above the lowest of the compared OMol25 structures with the same formula, charge and spin: 0.0 kJ/mol
HOMO: -8.58 eV
multiplicity: 1
molar mass: 1440.89 u



No. 2
# C40H107N7O16

A 10-piece molecular cluster, C40H107N7O16 overall at a distorted geometry (ωB97M-V/def2-TZVPD, OMol25).

Cartesian coordinates (Å):
C: -11.523 -1.995 -4.882
O: -10.188 -2.431 -5.102
C: -9.667 -3.444 -4.286
C: -9.161 -2.984 -2.886
N: -8.056 -1.933 -2.971
C: -6.862 -2.357 -3.767
C: -6.116 -3.517 -2.975
O: -4.885 -3.922 -3.546
C: -3.841 -4.466 -2.630
H: -11.608 -1.056 -5.430
H: -11.691 -1.845 -3.815
H: -12.273 -2.662 -5.304
H: -8.858 -3.899 -4.858
H: -10.472 -4.177 -4.228
H: -9.027 -3.904 -2.318
H: -9.932 -2.679 -2.178
H: -8.696 -1.258 -3.366
H: -6.120 -1.573 -3.917
H: -7.208 -2.584 -4.776
H: -6.772 -4.365 -2.776
H: -6.045 -3.242 -1.922
H: -2.989 -4.905 -3.149
H: -4.299 -5.305 -2.106
H: -3.513 -3.773 -1.856
C: 7.485 -1.534 1.221
O: 7.040 -2.882 0.999
C: 7.086 -3.592 2.234
C: 5.766 -3.350 2.987
N: 4.733 -4.031 2.246
C: 3.376 -3.607 2.570
C: 2.827 -3.867 3.935
O: 3.355 -2.977 4.821
C: 3.638 -3.437 6.164
H: 6.994 -0.889 1.950
H: 7.285 -0.986 0.301
H: 8.565 -1.661 1.306
H: 7.849 -3.337 2.970
H: 7.348 -4.610 1.943
H: 5.597 -2.292 3.187
H: 5.917 -3.801 3.968
H: 4.994 -3.773 1.305
H: 2.722 -4.016 1.800
H: 3.239 -2.532 2.451
H: 2.780 -4.880 4.336
H: 1.774 -3.583 3.951
H: 4.181 -2.699 6.755
H: 4.406 -4.209 6.127
H: 2.796 -3.742 6.785
C: -7.618 7.305 -0.375
O: -6.525 7.902 -1.029
C: -5.694 7.016 -1.785
C: -5.041 5.823 -1.052
N: -3.873 6.056 -0.178
C: -2.582 5.491 -0.660
C: -2.448 3.971 -0.809
O: -1.115 3.426 -0.775
C: -0.868 2.242 -1.480
H: -7.393 6.739 0.529
H: -8.115 6.715 -1.145
H: -8.302 8.122 -0.148
H: -4.953 7.755 -2.090
H: -6.100 6.805 -2.774
H: -4.777 4.969 -1.675
H: -5.756 5.387 -0.354
H: -4.103 5.688 0.734
H: -1.861 6.017 -0.035
H: -2.401 5.945 -1.634
H: -2.858 3.666 -1.772
H: -3.010 3.423 -0.052
H: 0.000 1.748 -1.042
H: -0.769 2.336 -2.561
H: -1.756 1.610 -1.446
C: -0.542 2.936 3.521
C: -1.129 1.777 2.680
O: -2.158 2.238 1.832
O: -0.005 4.031 2.763
H: 0.205 2.626 4.252
H: -1.414 3.285 4.073
H: -1.545 0.976 3.292
H: -0.400 1.324 2.009
H: -1.764 2.432 0.978
H: -0.773 4.457 2.376
C: 0.004 -4.707 -2.971
C: 0.965 -5.409 -1.960
O: 0.383 -5.793 -0.760
O: 0.566 -4.076 -4.068
H: -0.556 -3.999 -2.360
H: -0.718 -5.433 -3.347
H: 1.755 -4.674 -1.805
H: 1.483 -6.229 -2.458
H: 0.475 -6.696 -0.445
H: -0.104 -3.937 -4.741
C: -3.922 -5.179 1.908
C: -2.785 -5.626 1.055
O: -1.537 -5.157 1.497
O: -5.178 -5.697 1.416
H: -3.879 -4.102 2.068
H: -3.668 -5.620 2.872
H: -2.817 -5.370 -0.004
H: -2.792 -6.703 0.891
H: -0.937 -5.325 0.767
H: -5.319 -6.530 1.872
C: 3.124 4.453 -1.946
C: 4.236 5.306 -2.444
C: 5.361 5.499 -1.389
O: 4.879 6.102 -0.109
C: 4.569 7.518 -0.310
N: 4.727 4.798 -3.714
H: 3.399 3.484 -1.529
H: 2.409 4.150 -2.711
H: 2.669 5.049 -1.155
H: 3.815 6.287 -2.661
H: 6.216 5.991 -1.853
H: 5.740 4.506 -1.148
H: 4.451 8.035 0.642
H: 3.643 7.558 -0.885
H: 5.302 8.059 -0.908
H: 4.594 3.832 -3.974
H: 5.725 4.764 -3.560
C: -0.584 -1.434 -0.788
C: 0.548 -1.849 0.092
C: 1.466 -0.622 0.590
O: 2.083 -0.161 -0.537
C: 2.875 1.006 -0.367
N: -0.076 -2.335 1.347
H: -1.220 -0.678 -0.328
H: -1.296 -2.195 -1.106
H: -0.147 -1.019 -1.696
H: 1.129 -2.634 -0.392
H: 2.200 -1.075 1.256
H: 0.870 0.119 1.121
H: 3.867 0.694 -0.038
H: 2.511 1.706 0.385
H: 3.024 1.596 -1.272
H: 0.540 -2.980 1.820
H: -0.817 -2.994 1.153
C: 6.615 1.099 -3.314
C: 6.050 -0.329 -3.232
C: 4.742 -0.537 -3.988
O: 3.725 0.399 -3.620
C: 2.469 0.128 -4.229
N: 7.065 -1.244 -3.771
H: 5.869 1.754 -2.865
H: 6.735 1.602 -4.273
H: 7.540 1.256 -2.759
H: 5.820 -0.581 -2.197
H: 4.338 -1.506 -3.694
H: 5.053 -0.646 -5.027
H: 1.747 0.903 -3.972
H: 1.978 -0.809 -3.965
H: 2.498 0.136 -5.318
H: 7.829 -1.234 -3.111
H: 7.448 -0.776 -4.580
C: 2.597 0.931 4.721
C: 2.017 0.560 6.097
C: 2.034 1.651 7.173
O: 1.229 2.922 6.865
C: 0.123 3.061 7.699
N: 0.755 0.040 5.824
H: 2.301 1.914 4.352
H: 2.294 0.313 3.876
H: 3.682 0.982 4.632
H: 2.725 -0.218 6.385
H: 3.083 1.934 7.259
H: 1.723 1.054 8.031
H: -0.441 2.144 7.528
H: -0.420 3.928 7.322
H: 0.291 3.117 8.775
H: 0.756 -0.563 5.014
H: -0.034 0.664 5.910

Atoms 1-2, force components in eV/Å:
C 0.76 0.05 0.01
O 0.22 1.07 -0.74

Calculated values
energy above the lowest of the compared OMol25 structures with the same formula, charge and spin: 689.0 kJ/mol
HOMO: -8.49 eV
multiplicity: 1
molar mass: 942.33 u



| no. | frontier orbital gap (eV) |
| --- | --- |
| 1 | 8.34 |
| 2 | 8.81 |